Density functional theory data (ωB97M-V/def2-TZVPD) for a structure of composition C7H16ClIN2O3PRh at a distorted geometry.

As for the charge: +2. As for the total energy: -49541.914 eV. The energy relative to the best compared isomer or geometry (same formula, charge and spin) comes out at 16.50 kcal/mol. For the frontier orbital gap (alpha / beta), the calculation gives 6.53 / 4.94 eV. As for the multiplicity: 5. The expectation value of S² is 6.038.

Geometry (Å):
1 C 4.134 -1.255 2.086
2 C 3.468 -0.272 1.171
3 H 5.140 -0.865 2.286
4 H 4.201 -2.267 1.648
5 H 3.597 -1.326 3.045
6 O 4.049 0.726 0.735
7 I 0.612 0.396 3.364
8 Rh 1.527 -0.386 0.970
9 P 1.463 -1.029 -1.491
10 C 1.442 0.183 -2.898
11 C 3.138 -1.785 -1.633
12 H 0.189 -3.112 -1.522
13 H 0.804 -2.744 -3.175
14 H -0.608 -1.867 -2.509
15 C 0.359 -2.326 -2.261
16 H 3.131 -2.669 -0.990
17 H 3.362 -2.034 -2.668
18 H 1.891 -0.257 -3.815
19 H 1.995 1.095 -2.612
20 H 3.850 -1.053 -1.233
21 H 0.388 0.464 -3.111
22 C 1.794 1.315 0.141
23 O 1.922 2.365 -0.306
24 Cl 0.184 -2.287 0.920
25 N -2.579 0.153 0.234
26 C -2.014 1.160 0.986
27 N -2.925 1.958 1.636
28 O -0.796 1.406 0.983
29 H -3.551 -0.031 0.418
30 H -1.963 -0.641 0.044
31 H -2.527 2.486 2.405
32 H -3.815 1.525 1.850

Forces on atoms 1 to 6 (eV/Å):
C 0.2 -0.5 0.4
C 3.4 2.4 -0.2
H -0.2 -0.2 -0.1
H -0.1 0.4 0.1
H 0.0 0.0 -0.4
O -2.0 -3.0 1.1

=====

Density functional theory data (ωB97M-V/def2-TZVPD) for a cluster of 2 separate species, C7H16ClNS2 in total at a distorted geometry.

As for the SMILES: CS[C@@H](C)C=S.CNCCCl. As for the total energy: -43200.065 eV. The energy relative to the best compared isomer or geometry (same formula, charge and spin) comes out at 0.00 kcal/mol. For the frontier orbital gap, the calculation gives 8.35 eV.

Geometry (Å):
1 C -3.284 1.659 -0.272
2 S -1.565 1.113 -0.362
3 C -1.749 -0.613 0.213
4 C -2.501 -1.499 -0.787
5 C -0.360 -1.151 0.413
6 S 0.178 -1.883 1.744
7 H -3.687 1.527 0.736
8 H -3.287 2.726 -0.509
9 H -3.919 1.142 -0.995
10 H -2.266 -0.607 1.178
11 H -1.980 -1.530 -1.746
12 H -3.511 -1.117 -0.962
13 H -2.587 -2.517 -0.393
14 H 0.294 -1.039 -0.451
15 C 1.758 1.854 1.939
16 N 1.326 1.135 0.754
17 C 2.186 1.372 -0.386
18 C 1.752 0.583 -1.608
19 Cl 1.913 -1.182 -1.383
20 H 2.725 1.459 2.270
21 H 1.874 2.944 1.789
22 H 1.040 1.693 2.745
23 H 0.375 1.403 0.522
24 H 3.207 1.081 -0.114
25 H 2.228 2.439 -0.687
26 H 2.364 0.854 -2.472
27 H 0.706 0.779 -1.852

Forces on atoms 1 to 6 (eV/Å):
C -0.1 0.1 0.0
S -0.8 -0.1 -0.2
C 0.0 -0.3 0.4
C -0.1 0.1 0.0
C -0.7 -0.1 0.6
S -0.3 0.0 -0.3